<i>
Formula: C6H16N2O
Source: OMol25
Level of theory: ωB97M-V with the def2-TZVPD basis set

- Kohn-Sham gap (eV) = 9.59
- HOMO level (eV) = -8.7
- multiplicity = 1
- lowest unoccupied orbital energy (eV) = 0.859

Last column: natural (NBO) charge in e.
Atoms and positions in Å:
O (1.3534, -0.6797, -1.0907)  -0.625
N (1.5097, 0.0486, 0.0871)  -0.216
N (2.8779, 1.8685, 0.6510)  -0.637
C (2.1041, -0.7378, 1.1835)  -0.418
C (-1.1249, -0.2621, -0.2981)  -0.441
C (-1.5738, -0.7153, 1.0997)  -0.608
C (2.1043, 1.3243, -0.1790)  0.288
C (-1.5333, 1.1917, -0.5649)  -0.615
C (-1.8035, -1.1748, -1.3451)  -0.591
H (0.1017, -0.6405, -0.8792)  0.405
H (-2.6242, 1.3068, -0.5606)  0.204
H (-2.6680, -0.7062, 1.1842)  0.201
H (1.4990, -1.6336, 1.2926)  0.219
H (-1.5261, -0.8948, -2.3644)  0.210
H (-1.2397, -1.7349, 1.3108)  0.206
H (-1.1345, 1.8776, 0.1899)  0.198
H (-2.8954, -1.1016, -1.2624)  0.197
H (-1.5271, -2.2222, -1.2014)  0.209
H (3.1268, -1.0039, 0.9238)  0.219
H (2.0945, -0.1466, 2.0963)  0.224
H (0.2737, 0.0953, 0.2037)  0.418
H (1.7741, 1.7021, -1.1463)  0.185
H (-1.1835, -0.0676, 1.8913)  0.199
H (-1.1732, 1.5272, -1.5418)  0.207
H (3.1879, 2.7794, 0.3201)  0.358


<ii>
Formula: C6H16N2O
Source: OMol25
Level of theory: ωB97M-V with the def2-TZVPD basis set

- Kohn-Sham gap (eV) = 8.82
- HOMO level (eV) = -8.0
- multiplicity = 1
- lowest unoccupied orbital energy (eV) = 0.827

Last column: natural (NBO) charge in e.
Atoms and positions in Å:
O (0.5441, 0.4575, -1.8800)  -0.757
N (-1.4139, 1.8185, -0.0948)  -0.831
N (1.2159, -0.4455, 0.3004)  -1.027
C (0.7613, -0.7830, -1.6648)  0.627
C (2.0491, -1.3947, -2.1787)  -0.702
C (-0.3880, -1.7652, -1.5909)  -0.702
C (-1.5118, 0.7886, 2.1147)  -0.324
C (-1.8084, 0.8520, 0.8106)  0.000
C (-0.6512, 1.7710, 2.8546)  -0.650
H (2.8261, -0.6372, -2.2421)  0.227
H (2.3725, -2.1988, -1.5203)  0.212
H (-2.4244, 0.0763, 0.3705)  0.189
H (-1.3043, -1.2674, -1.2819)  0.221
H (-0.1497, -2.5510, -0.8747)  0.218
H (-1.2446, 2.5881, 3.2747)  0.216
H (0.1075, 2.2177, 2.2078)  0.197
H (-1.9352, -0.0198, 2.6945)  0.204
H (-1.0822, 1.4590, -0.9846)  0.418
H (1.3706, 0.5166, -0.1910)  0.438
H (1.8850, -1.7859, -3.1809)  0.229
H (-0.1355, 1.2842, 3.6828)  0.215
H (0.3238, -0.3840, 0.7890)  0.402
H (1.9212, -0.8929, 0.8795)  0.386
H (-0.7834, 2.5152, 0.2758)  0.365
H (-0.5445, -2.2192, -2.5701)  0.229


Which structure loses on stability? <i> does.


<i>
Formula: C6H16N2O
Source: OMol25
Level of theory: ωB97M-V with the def2-TZVPD basis set

- Kohn-Sham gap (eV) = 9.07
- HOMO level (eV) = -8.3
- multiplicity = 1
- lowest unoccupied orbital energy (eV) = 0.761

Last column: natural (NBO) charge in e.
Atoms and positions in Å:
O (0.3383, 1.5143, 1.6233)  -0.660
N (1.0547, -1.2785, 1.1733)  -0.883
N (-1.5252, 0.4726, -0.0200)  -0.588
C (1.0394, -1.2540, -1.2604)  -0.649
C (-2.3379, 1.2062, -0.9830)  -0.408
C (2.6735, 0.1388, -0.0372)  -0.642
C (-2.2953, -0.1357, 1.0674)  -0.418
C (1.2407, -0.4073, 0.0032)  0.022
C (0.2704, 1.1401, 0.4659)  0.441
H (-2.9188, 1.9898, -0.4859)  0.207
H (2.9146, 0.7242, 0.8555)  0.224
H (0.4092, 1.7973, -0.4046)  0.111
H (1.0966, -0.6364, -2.1626)  0.210
H (-2.8901, -0.9621, 0.6727)  0.186
H (0.0701, -1.7625, -1.2605)  0.208
H (1.0317, -0.6998, 2.0142)  0.376
H (3.4217, -0.6651, -0.0697)  0.201
H (2.8375, 0.7743, -0.9150)  0.203
H (-1.6981, 1.6934, -1.7216)  0.207
H (-2.9395, 0.5992, 1.5563)  0.202
H (-0.7678, -0.2497, -0.3812)  0.455
H (1.7802, -2.0629, -1.3324)  0.222
H (1.8383, -1.9191, 1.2935)  0.350
H (-1.6128, -0.5558, 1.8068)  0.233
H (-3.0311, 0.5390, -1.4980)  0.189


<ii>
Formula: C6H16N2O
Source: OMol25
Level of theory: ωB97M-V with the def2-TZVPD basis set

- Kohn-Sham gap (eV) = 9.63
- HOMO level (eV) = -8.8
- multiplicity = 1
- lowest unoccupied orbital energy (eV) = 0.850

Last column: natural (NBO) charge in e.
Atoms and positions in Å:
O (-1.8622, 0.1389, 1.7265)  -0.550
N (0.2599, -2.0143, 0.6110)  -0.833
N (1.2800, 0.3629, 1.3330)  -0.854
C (1.2583, 0.2389, -0.1194)  0.083
C (0.6645, -1.1650, -0.4893)  -0.218
C (-2.6637, 0.4349, 0.8842)  0.462
C (-3.0652, -0.4121, -0.2752)  -0.734
C (0.4193, 1.3487, -0.7808)  -0.617
C (2.7040, 0.3394, -0.6134)  -0.608
H (3.3165, -0.4126, -0.1167)  0.216
H (-0.5721, 1.3909, -0.3345)  0.193
H (-3.1941, 1.4098, 0.9276)  0.105
H (-0.4543, -1.5516, 1.1661)  0.363
H (2.7449, 0.1770, -1.6874)  0.207
H (-2.5325, -1.3609, -0.2653)  0.241
H (1.0533, -2.1572, 1.2289)  0.363
H (-4.1348, -0.5870, -0.2321)  0.240
H (0.8981, 2.3178, -0.6335)  0.204
H (1.7526, 1.2191, 1.6017)  0.354
H (0.3187, 1.1788, -1.8489)  0.203
H (-0.2030, -1.0275, -1.1339)  0.175
H (3.1207, 1.3234, -0.3924)  0.200
H (0.3355, 0.4022, 1.7043)  0.374
H (1.4087, -1.7181, -1.0582)  0.189
H (-2.8529, 0.1236, -1.2023)  0.240


Which structure loses on stability? <i> does.


<i>
Formula: C7H6N2O3
Source: OMol25
Level of theory: ωB97M-V with the def2-TZVPD basis set

- Kohn-Sham gap (alpha / beta) (eV) = 7.55 / 7.54
- HOMO level (alpha / beta) (eV) = -9.5 / -9.5
- multiplicity = 1
- lowest unoccupied orbital energy (alpha / beta) (eV) = -1.945 / -1.951

Last column: natural (NBO) charge in e.
Atoms and positions in Å:
O (2.3981, 0.0201, 4.3868)  -0.577
O (0.8424, -0.6516, 0.0043)  -0.506
O (0.7227, 1.4547, 0.8507)  -0.575
N (1.9355, -2.7587, 2.5690)  -0.266
N (2.4364, 3.1369, 3.1659)  -0.182
C (-1.4486, -0.7498, -1.1281)  -0.626
C (1.6908, -1.6847, 2.2720)  0.232
C (2.0231, 0.6436, 3.3224)  0.393
C (0.0734, -0.2669, -1.1068)  -0.086
C (1.0318, 0.3153, 0.9419)  0.750
C (2.2373, 2.0079, 3.1363)  0.161
C (1.7186, -0.3209, 2.0457)  -0.275
H (2.9098, 0.5955, 5.0181)  0.516
H (0.6471, -0.7264, -1.9495)  0.186
H (-1.4213, -1.8271, -1.1978)  0.213
H (-1.8582, -0.4802, -2.0337)  0.219
H (0.2790, 0.8169, -1.1654)  0.205
H (-1.9933, -0.4948, -0.0889)  0.218


<ii>
Formula: C7H6N2O3
Source: OMol25
Level of theory: ωB97M-V with the def2-TZVPD basis set

- Kohn-Sham gap (alpha / beta) (eV) = 8.14 / 7.86
- HOMO level (alpha / beta) (eV) = -9.0 / -9.6
- multiplicity = 1
- lowest unoccupied orbital energy (alpha / beta) (eV) = -0.822 / -1.708

Last column: natural (NBO) charge in e.
Atoms and positions in Å:
O (3.3466, 0.5755, -1.3247)  -0.467
O (-1.9451, -1.0651, -0.2032)  -0.352
O (0.5514, 2.8541, 1.2079)  -0.248
N (0.3806, 1.6621, 1.2812)  0.153
N (-2.3899, 0.1642, -0.1680)  -0.033
C (-0.4562, 0.7728, 1.0378)  0.027
C (1.2652, -0.3843, -1.5201)  0.111
C (0.3823, -1.2438, -1.2423)  -0.334
C (-0.6328, -1.5063, 0.0993)  0.104
C (2.1905, 0.6740, -1.6650)  0.236
C (-1.7122, 1.0688, 0.4329)  -0.053
C (-0.0946, -0.6809, 1.2667)  -0.470
H (1.6730, 1.5896, -1.9710)  0.142
H (-0.8010, -1.0883, 2.1023)  0.224
H (0.0312, -2.0643, -1.9214)  0.249
H (0.9679, -0.8238, 1.6960)  0.265
H (-0.7341, -2.5715, 0.4574)  0.230
H (-2.0231, 2.0673, 0.4343)  0.216


Which structure loses on stability? <ii> does.